## one
This record from the Open Molecules 2025 dataset describes C3H4FNO in the gas phase. The level of theory is the ωB97M-V functional and the def2-TZVPD basis.

Output
lowest unoccupied orbital energy: 0.848 eV
structure (SMILES): FC1=NCCO1

Structure (ORCA input):
```
! wB97M-V def2-TZVPD RIJCOSX def2/J DEFGRID3
* xyz 0 1
C 1.42541 0.07226 0.09115
C -0.68329 0.78218 0.06412
C -0.64267 -0.78918 -0.05933
N 0.81128 1.13901 -0.01770
O 0.81131 -1.13647 0.13653
F 2.72566 -0.00446 -0.01847
H -1.21112 1.28491 -0.86759
H -1.03737 0.98771 1.06188
H -1.17987 -1.40622 0.69361
H -1.01934 -0.92974 -1.08421
*
```

These are the Löwdin partial charges, in e, on atoms 1 to 2: C -0.5440; C -0.1308

## two
This record from the Open Molecules 2025 dataset describes C3H4FNO in the gas phase. The level of theory is the ωB97M-V functional and the def2-TZVPD basis.

Output
lowest unoccupied orbital energy: 0.862 eV
structure (SMILES): O/N=C/C=C\F

Structure (ORCA input):
```
! wB97M-V def2-TZVPD RIJCOSX def2/J DEFGRID3
* xyz 0 1
C 0.54502 -0.00508 -0.06853
C -0.67213 0.81868 0.03531
C -1.91575 0.39426 -0.03959
H 3.40609 -0.16770 0.18359
H 0.39446 -1.07842 -0.13300
H -0.40857 1.85431 0.30216
H -2.71666 1.04531 -0.21865
N 1.67775 0.49652 -0.02979
O 2.56155 -0.56086 0.01007
F -2.29498 -0.87660 0.04786
*
```

These are the Löwdin partial charges, in e, on atoms 1 to 2: C -0.1829; C -0.0598

one takes first place; second place is 39.2 kcal/mol up.

## one
This record from the Open Molecules 2025 dataset describes a 3-piece molecular cluster, C2H12N2O2 overall. The level of theory is the ωB97M-V functional and the def2-TZVPD basis.

Output
lowest unoccupied orbital energy: 0.362 eV
structure (SMILES): NCCN.O.O

Structure (ORCA input):
```
! wB97M-V def2-TZVPD RIJCOSX def2/J DEFGRID3
* xyz 0 1
N 0.42351 -2.13517 -0.64514
C 1.37876 -1.08957 -0.43305
C 0.92580 0.24247 -1.04099
N -0.46062 0.64624 -0.76635
H -0.52601 -1.79093 -0.77293
H 0.47385 -2.88058 0.02538
H 2.37376 -1.27825 -0.86806
H 1.60206 -0.90581 0.62859
H 1.58678 1.02200 -0.65491
H 1.07194 0.16145 -2.12178
H -1.08247 0.41362 -1.53810
H -0.86881 0.09704 -0.00967
H -2.45766 -0.74861 2.11365
H -1.67608 -2.03278 2.01238
O -1.59453 -1.08757 1.84098
H 0.08635 2.76411 1.25730
H -0.50535 2.76093 -0.15327
O -0.13867 3.34436 0.52386
*
```

These are the Löwdin partial charges, in e, on atoms 1 to 2: N -0.0083; C -0.3135

## two
This record from the Open Molecules 2025 dataset describes a 3-piece molecular cluster, C2H12N2O2 overall. The level of theory is the ωB97M-V functional and the def2-TZVPD basis.

Output
lowest unoccupied orbital energy: 0.791 eV
structure (SMILES): NCCN.O.O

Structure (ORCA input):
```
! wB97M-V def2-TZVPD RIJCOSX def2/J DEFGRID3
* xyz 0 1
C -0.97478 1.86190 -0.29553
C 0.36484 1.33807 0.32444
N 1.40656 0.94475 -0.58222
N -2.08773 0.90954 -0.22158
H -1.16741 2.70177 0.40795
H -0.94975 2.24785 -1.31142
H 0.74262 2.12224 0.96792
H -0.05305 0.60727 1.05200
H 1.36509 0.00544 -0.95068
H 2.35861 1.10907 -0.29608
H -2.10406 0.27051 0.56203
H -2.98701 1.36580 -0.23056
H 1.71428 -2.88305 0.28395
H 1.93618 -3.54861 1.69392
O 2.36626 -3.22569 0.90404
H -0.89041 -2.57454 -1.17187
H -0.67028 -1.16659 -0.58968
O -0.36997 -2.08574 -0.54663
*
```

These are the Löwdin partial charges, in e, on atoms 1 to 2: C -0.2689; C -0.2906

one takes first place; second place is 7.1 kcal/mol up.

## one
This record from the Open Molecules 2025 dataset describes an isolated ion of composition C5H9NO2 and charge -1. The level of theory is the ωB97M-V functional and the def2-TZVPD basis.

Output
lowest unoccupied orbital energy (spin up / spin down): 3.747 / 3.708 eV

Structure (ORCA input):
```
! wB97M-V def2-TZVPD RIJCOSX def2/J DEFGRID3
* xyz -1 2
C 2.02793 0.43694 -1.18713
N 1.43919 -0.05121 0.13366
C 0.03656 -0.44553 0.05227
C -0.91628 0.64653 0.41666
C -2.32972 0.29050 0.00665
O -3.20447 1.08518 0.19664
C -0.33783 -1.59023 1.15287
O -1.26142 -2.30444 1.00221
H 2.03439 -0.43894 -1.88313
H 1.30269 1.17660 -1.70545
H 2.99393 1.01987 -0.94682
H 1.64284 0.60694 0.82994
H -0.13518 -0.83912 -1.00573
H -0.73429 0.82932 1.56297
H -0.39227 1.57633 -0.11638
H -2.53520 -0.75736 -0.48046
H 0.36913 -1.24138 1.97122
*
```

These are the Löwdin partial charges, in e, on atoms 1 to 2: C -0.1411; N -0.1219

## two
This record from the Open Molecules 2025 dataset describes an isolated ion of composition C5H9NO2 and charge -1. The level of theory is the ωB97M-V functional and the def2-TZVPD basis.

Output
lowest unoccupied orbital energy (spin up / spin down): 2.945 / 2.913 eV

Structure (ORCA input):
```
! wB97M-V def2-TZVPD RIJCOSX def2/J DEFGRID3
* xyz -1 2
O 2.96795 -2.33616 -0.30880
C 1.82064 -2.00426 -0.12404
O 0.88469 -2.86283 0.30860
C 1.37164 -0.54783 -0.01792
C -0.12284 -0.35469 0.28337
C -0.52414 1.09213 -0.08378
C -2.51391 2.39053 -0.21823
N -1.91436 1.26339 0.12185
H 1.11856 -3.79826 0.33928
H 2.08226 -0.05162 0.68012
H 1.66906 -0.11951 -1.02473
H -0.36272 -0.55463 1.35713
H -0.73563 -1.04675 -0.28670
H -0.37175 1.32138 -1.14358
H 0.17109 1.77654 0.42865
H -1.95356 3.34019 -0.07518
H -3.58698 2.49237 -0.23602
*
```

These are the Löwdin partial charges, in e, on atoms 1 to 2: O 0.0567; C -0.5363

two takes first place; second place is 38.8 kcal/mol up.